Entry 1:
DFT (ωB97M-V with the def2-TZVPD basis set) results for a 7-piece molecular cluster, C5H26NO6S2 overall at a distorted geometry.

Geometry (Å):
N1 -0.224 -1.453 1.102
C1 -1.390 -1.794 2.010
C2 -2.414 -0.659 1.936
S1 -1.734 0.858 2.662
S2 -2.366 2.422 1.542
C3 -1.332 2.744 0.056
C4 -0.789 1.510 -0.661
C5 -1.761 1.003 -1.730
H1 0.231 -0.557 1.338
H2 0.532 -2.128 1.291
H3 -0.561 -1.654 0.154
H4 -1.774 -2.740 1.690
H5 -0.971 -1.613 2.999
H6 -2.693 -0.423 0.909
H7 -3.314 -0.976 2.464
H8 -0.534 3.398 0.401
H9 -2.125 3.263 -0.481
H10 -0.523 0.764 0.089
H11 0.109 1.818 -1.202
H12 -2.608 0.471 -1.307
H13 -2.133 1.845 -2.308
H14 -1.284 0.261 -2.365
H15 2.013 -3.446 0.497
H16 3.016 -2.157 0.542
O1 2.245 -2.611 0.935
H17 2.389 0.356 1.571
H18 1.736 1.073 2.664
O2 1.506 0.673 1.821
H19 1.354 2.576 -0.243
H20 2.560 2.932 -1.123
O3 1.937 2.214 -0.915
H21 3.692 -0.476 -0.772
H22 2.504 0.548 -0.636
O4 2.749 -0.395 -0.545
H23 1.807 -0.415 -2.181
H24 1.253 -0.316 -3.719
O5 1.142 -0.657 -2.833
H25 -0.342 -1.483 -2.202
H26 -0.954 -2.850 -1.875
O6 -0.947 -1.926 -1.577

M: 260.4 g/mol
Kohn-Sham gap: 8.806 eV
LUMO energy: -2.79 eV
2S+1: 1
Total charge: +1
Relative energy (zero: lowest compared OMol25 entry of this formula, charge and spin): 0.0 kcal per mole

Atom charges from the Löwdin analysis, given in e for atoms 1 to 6: N 0.133; C -0.180; C -0.506; S 0.522; S 0.532; C -0.493

Entry 2:
DFT (ωB97M-V with the def2-TZVPD basis set) results for a 7-piece molecular cluster, C5H27N2O7 overall at a distorted geometry.

Geometry (Å):
N1 -1.085 -1.189 0.235
C1 -0.796 0.131 -0.397
C2 -0.354 -0.225 -1.835
C3 0.942 -1.037 -1.954
O1 -1.518 -1.000 -2.313
C4 0.327 0.798 0.405
N2 1.039 1.789 -0.328
C5 0.376 2.932 -0.930
H1 -0.204 -1.715 0.332
H2 -1.707 -1.708 -0.395
H3 -1.471 -1.178 1.194
H4 -1.686 0.758 -0.332
H5 -0.410 0.608 -2.530
H6 1.349 -0.914 -2.959
H7 0.693 -2.107 -1.971
H8 1.641 -0.728 -1.184
H9 -1.097 -1.594 -2.934
H10 1.039 -0.018 0.634
H11 0.056 1.057 1.445
H12 1.830 2.128 0.198
H13 1.163 3.548 -1.357
H14 -0.360 2.703 -1.701
H15 -0.200 3.571 -0.227
H16 -1.753 -0.075 3.617
H17 -2.602 0.684 2.604
O2 -1.769 0.160 2.682
H18 -4.931 -1.299 -1.523
H19 -3.451 -1.210 -1.910
O3 -4.027 -1.376 -1.145
H20 -5.113 0.058 2.479
H21 -4.416 0.287 1.131
O4 -4.456 0.612 2.040
H22 5.306 1.819 -0.014
H23 5.478 1.596 1.447
O5 4.908 1.300 0.699
H24 3.842 -0.554 -0.031
H25 4.485 -1.203 1.171
O6 3.904 -1.399 0.440
H26 2.318 -1.802 1.243
H27 1.320 -2.393 2.363
O7 1.395 -1.818 1.610

M: 227.3 g/mol
Kohn-Sham gap: 9.312 eV
LUMO energy: -2.26 eV
2S+1: 1
Total charge: +1
Relative energy (zero: lowest compared OMol25 entry of this formula, charge and spin): 39.2 kcal per mole

Atom charges from the Löwdin analysis, given in e for atoms 1 to 6: N 0.214; C -0.219; C -0.300; C 0.001; O -0.084; C -0.215

Entry 3:
DFT (ωB97M-V with the def2-TZVPD basis set) results for a 8-piece molecular cluster, C5H27N2O8 overall at a distorted geometry.

Geometry (Å):
C1 -2.199 -1.724 1.566
O1 -1.469 -1.994 2.741
C2 -1.069 -0.996 0.692
C3 -1.801 0.287 0.187
C4 -0.854 1.458 -0.020
C5 -0.312 1.898 -1.153
N1 1.020 2.581 -1.212
N2 -0.528 -1.973 -0.352
H1 -3.131 -1.182 1.804
H2 -2.455 -2.746 1.194
H3 -1.658 -1.555 3.568
H4 -0.273 -0.784 1.413
H5 -2.670 0.732 0.803
H6 -2.423 -0.056 -0.524
H7 -0.106 1.574 0.924
H8 -1.004 2.162 -1.988
H9 0.841 3.547 -0.780
H10 1.823 2.098 -0.812
H11 1.223 2.816 -2.253
H12 -1.030 -2.902 -0.315
H13 -0.649 -1.589 -1.291
H14 -1.104 4.214 0.624
H15 0.001 5.176 1.107
O2 -0.178 4.393 0.544
H16 -2.624 -4.306 -1.723
H17 -4.049 -3.811 -1.462
O3 -3.147 -3.966 -0.954
H18 1.960 -1.299 2.401
H19 3.245 -0.616 2.921
O4 2.380 -0.381 2.479
H20 5.254 1.354 -0.236
H21 4.204 1.077 0.810
O5 4.381 1.127 -0.212
H22 1.694 -1.257 -1.009
H23 2.801 0.100 -0.923
O6 1.901 -0.247 -1.186
H24 -0.047 -3.577 2.035
H25 -1.159 -4.254 1.926
O7 -0.313 -4.247 1.387
H26 1.682 2.617 -4.799
H27 0.436 3.242 -3.904
O8 1.406 3.006 -4.021

M: 243.3 g/mol
Kohn-Sham gap: 9.256 eV
LUMO energy: -2.50 eV
2S+1: 1
Total charge: +1
Relative energy (zero: lowest compared OMol25 entry of this formula, charge and spin): 142.5 kcal per mole

Atom charges from the Löwdin analysis, given in e for atoms 1 to 6: C -0.188; O -0.108; C -0.279; C -0.157; C -0.084; C -0.122

Entry 4:
DFT (ωB97M-V with the def2-TZVPD basis set) results for a 8-piece molecular cluster, C5H27NO8S overall at a distorted geometry.

Geometry (Å):
C1 1.095 1.053 1.635
C2 -0.396 0.692 1.475
C3 -1.151 1.800 0.726
C4 -1.239 3.016 1.604
S1 0.014 4.279 2.154
N1 -0.820 -0.533 0.734
C5 -0.888 -1.759 1.393
O1 0.242 -2.254 2.181
H1 1.176 1.604 2.549
H2 1.639 0.069 1.685
H3 1.514 1.498 0.728
H4 -0.646 0.538 2.535
H5 -2.096 1.357 0.451
H6 -0.684 1.984 -0.221
H7 -1.956 3.802 1.093
H8 -1.715 2.734 2.529
H9 1.111 3.653 2.515
H10 -0.421 -0.600 -0.229
H11 -0.906 -2.554 0.645
H12 -1.678 -1.729 2.152
H13 1.121 -1.887 2.055
H14 2.522 2.516 -2.145
H15 2.539 1.776 -3.520
O2 2.024 2.351 -2.958
H16 0.396 -0.532 -3.920
H17 0.310 0.564 -2.967
O3 0.187 -0.411 -2.989
H18 0.575 -3.367 -1.240
H19 0.398 -3.184 0.218
O4 0.921 -3.748 -0.399
H20 -0.386 -2.211 4.133
H21 0.432 -1.103 3.897
O5 0.019 -1.532 4.687
H22 2.042 -0.991 -2.957
H23 2.696 -1.282 -1.643
O6 2.914 -0.913 -2.506
H24 -1.990 -2.907 -2.101
H25 -1.148 -1.823 -2.642
O7 -1.073 -2.624 -2.124
H26 -2.518 1.315 -2.511
H27 -1.724 0.354 -3.298
O8 -2.451 0.986 -3.406

M: 261.3 g/mol
Kohn-Sham gap: 9.117 eV
LUMO energy: -0.32 eV
SMILES: C[C@@H](CCS)NCO.O.O.O.O.O.O.O
2S+1: 1
Relative energy (zero: lowest compared OMol25 entry of this formula, charge and spin): 58.3 kcal per mole

Atom charges from the Löwdin analysis, given in e for atoms 1 to 6: C -0.051; C -0.366; C -0.230; C -0.528; S 0.695; N -0.010

Entry 5:
DFT (ωB97M-V with the def2-TZVPD basis set) results for a 8-piece molecular cluster, C5H27NO8S overall at a distorted geometry.

Geometry (Å):
C1 -1.719 0.547 -0.492
C2 -3.053 0.614 0.243
S1 -3.158 0.001 1.945
C3 -1.419 -0.836 -1.086
N1 -0.098 -0.840 -1.762
C4 0.941 -1.350 -0.848
C5 2.330 -1.109 -1.484
O1 2.828 0.205 -1.271
H1 -1.681 1.256 -1.321
H2 -0.908 0.815 0.193
H3 -3.832 0.096 -0.322
H4 -3.324 1.671 0.255
H5 -2.398 -1.087 1.825
H6 -2.254 -1.125 -1.732
H7 -1.427 -1.595 -0.296
H8 -0.181 -1.429 -2.583
H9 0.885 -0.635 -0.029
H10 0.864 -2.415 -0.618
H11 3.001 -1.767 -0.925
H12 2.328 -1.337 -2.554
H13 2.142 0.827 -1.588
H14 1.345 -1.348 3.946
H15 1.533 -0.879 2.421
O2 0.892 -1.103 3.137
H16 -0.175 0.705 3.012
H17 -1.310 1.498 3.555
O3 -0.509 1.619 3.032
H18 0.469 2.257 1.419
H19 1.154 2.351 0.033
O4 1.327 2.400 0.982
H20 0.383 1.321 -2.431
H21 0.931 2.758 -2.570
O5 0.840 2.037 -1.941
H22 0.059 -2.609 2.581
H23 0.235 -4.056 2.252
O6 -0.380 -3.333 2.079
H24 2.684 0.228 0.568
H25 2.189 0.799 1.853
O7 2.630 -0.004 1.513
H26 -1.687 0.923 -3.889
H27 -1.446 2.305 -3.282
O8 -1.030 1.624 -3.822

M: 261.3 g/mol
Kohn-Sham gap: 9.163 eV
LUMO energy: 0.15 eV
SMILES: OCCNCCCS.O.O.O.O.O.O.O
2S+1: 1
Relative energy (zero: lowest compared OMol25 entry of this formula, charge and spin): 0.0 kcal per mole

Atom charges from the Löwdin analysis, given in e for atoms 1 to 6: C -0.253; C -0.550; S 0.742; C -0.222; N -0.072; C -0.186

Entry 6:
DFT (ωB97M-V with the def2-TZVPD basis set) results for a 9-piece molecular cluster, C5H28N10O9 overall at a distorted geometry.

Geometry (Å):
O1 -14.307 -0.136 4.807
H1 -13.790 -0.685 5.440
H2 -14.858 0.427 5.361
O2 -10.399 -6.833 5.723
H3 -10.435 -6.280 4.939
H4 -11.320 -6.958 5.972
O3 -11.243 -0.508 10.980
H5 -10.461 -1.067 11.004
H6 -11.112 0.059 10.200
O4 -12.805 -5.756 3.941
H7 -13.368 -5.620 3.170
H8 -11.908 -5.702 3.596
C1 -10.877 1.463 7.560
O5 -11.458 0.694 8.345
N1 -10.328 2.655 7.915
N2 -11.009 1.235 6.231
H9 -10.335 2.911 8.885
H10 -9.806 3.208 7.265
H11 -11.551 0.423 5.983
H12 -10.567 1.847 5.571
C2 -15.477 -3.005 3.098
O6 -14.760 -2.066 2.800
N3 -15.811 -3.304 4.395
N4 -16.014 -3.863 2.178
H13 -16.397 -4.096 4.555
H14 -15.683 -2.553 5.057
H15 -16.649 -4.612 2.365
H16 -15.618 -3.824 1.254
C3 -12.444 -2.842 6.831
O7 -13.130 -2.155 6.058
N5 -12.012 -2.434 8.037
N6 -12.234 -4.158 6.589
H17 -11.835 -1.441 8.109
H18 -11.483 -3.142 8.521
H19 -12.548 -4.424 5.665
H20 -11.539 -4.715 7.072
C4 -15.635 -4.167 9.104
O8 -15.995 -2.988 9.061
N7 -15.888 -4.925 10.194
N8 -15.080 -4.809 8.042
H21 -16.210 -4.466 11.025
H22 -15.877 -5.928 10.180
H23 -15.039 -4.361 7.144
H24 -15.010 -5.806 8.112
C5 -11.199 -5.186 9.481
O9 -10.292 -4.890 8.677
N9 -12.103 -6.153 9.250
N10 -11.329 -4.521 10.644
H25 -12.264 -6.528 8.335
H26 -12.910 -6.239 9.844
H27 -12.066 -4.753 11.283
H28 -10.663 -3.808 10.872

M: 372.3 g/mol
Kohn-Sham gap: 9.214 eV
LUMO energy: 0.07 eV
SMILES: NC(N)=O.NC(N)=O.NC(N)=O.NC(N)=O.NC(N)=O.O.O.O.O
2S+1: 1
Relative energy (zero: lowest compared OMol25 entry of this formula, charge and spin): 27.2 kcal per mole

Atom charges from the Löwdin analysis, given in e for atoms 1 to 6: O -0.097; H -0.023; H 0.028; O -0.041; H 0.017; H 0.020

Entry 7:
DFT (ωB97M-V with the def2-TZVPD basis set) results for a 9-piece molecular cluster, C5H28N2O9 overall at a distorted geometry.

Geometry (Å):
C1 3.311 0.429 -1.826
C2 2.161 -0.138 -1.079
N1 0.994 0.506 -1.111
C3 0.688 1.806 -1.590
C4 -0.638 2.403 -0.852
N2 -1.815 1.628 -1.301
C5 -2.625 1.120 -0.158
O1 2.145 -1.249 -0.508
H1 3.173 0.227 -2.881
H2 4.129 -0.166 -1.663
H3 3.377 1.554 -1.668
H4 0.347 0.258 -0.424
H5 1.378 2.719 -1.380
H6 0.774 1.949 -2.730
H7 -0.601 2.212 0.199
H8 -0.723 3.392 -1.196
H9 -1.413 0.898 -1.886
H10 -2.811 1.982 0.547
H11 -2.205 0.313 0.500
H12 -3.662 0.886 -0.622
H13 -3.102 -1.778 2.769
H14 -2.238 -1.278 1.617
O2 -2.855 -1.011 2.271
H15 0.947 1.194 4.430
H16 0.953 1.629 2.938
O3 1.436 1.820 3.766
H17 -0.270 -1.839 -0.081
H18 0.454 -1.848 1.341
O4 -0.351 -1.642 0.939
H19 -0.473 -1.314 -2.574
H20 -0.549 -2.807 -3.057
O5 -1.058 -1.892 -3.124
H21 -1.451 -2.963 1.024
H22 -2.823 -2.827 0.374
O6 -2.307 -3.429 0.953
H23 -0.526 0.006 2.061
H24 -1.547 0.626 2.822
O7 -0.583 0.466 2.906
H25 2.973 2.586 1.669
H26 2.890 1.066 1.198
O8 2.659 1.996 0.863
H27 1.042 -2.568 -1.343
H28 0.551 -3.901 -1.023
O9 0.248 -3.024 -1.108

M: 260.3 g/mol
Kohn-Sham gap: 9.275 eV
LUMO energy: 0.11 eV
SMILES: CNCCNC(C)=O.O.O.O.O.O.O.O.O
2S+1: 1
Relative energy (zero: lowest compared OMol25 entry of this formula, charge and spin): 112.7 kcal per mole

Atom charges from the Löwdin analysis, given in e for atoms 1 to 6: C 0.019; C -0.519; N 0.061; C -0.188; C -0.166; N -0.127

Entry 8:
DFT (ωB97M-V with the def2-TZVPD basis set) results for a 10-piece molecular cluster, C5H29NO11 overall at a distorted geometry.

Geometry (Å):
C1 1.069 -0.151 2.001
C2 2.392 0.114 1.149
O1 2.917 -1.009 0.411
C3 0.724 1.232 2.633
N1 -0.279 1.778 1.642
C4 -1.623 1.725 2.211
C5 -2.567 1.692 1.004
O2 -3.407 2.522 0.799
H1 1.448 -0.766 2.843
H2 0.249 -0.661 1.501
H3 2.085 0.735 0.283
H4 3.106 0.485 1.874
H5 3.693 -1.249 0.936
H6 0.212 0.887 3.544
H7 1.641 1.726 2.911
H8 -0.001 2.682 1.294
H9 -1.704 0.787 2.809
H10 -1.877 2.634 2.769
H11 -2.377 0.797 0.363
H12 -1.034 -2.187 -3.276
H13 0.251 -2.015 -2.358
O3 -0.146 -1.824 -3.221
H14 0.318 -0.212 -3.503
H15 1.371 0.953 -3.094
O4 0.559 0.735 -3.570
H16 -0.041 3.684 -1.813
H17 0.445 2.199 -1.712
O5 0.718 3.118 -1.646
H18 -0.931 1.043 -2.844
H19 -2.293 1.555 -3.003
O6 -1.860 0.868 -2.478
H20 3.192 1.380 -1.133
H21 2.621 2.694 -1.615
O7 2.985 1.858 -1.948
H22 -2.070 -3.540 0.448
H23 -0.693 -3.176 -0.062
O8 -1.169 -3.385 0.752
H24 1.444 -2.346 -0.366
H25 1.912 -3.740 -0.844
O9 1.221 -3.082 -0.955
H26 -0.896 -2.327 2.502
H27 -1.470 -2.122 3.891
O10 -0.728 -1.855 3.332
H28 -3.879 -1.617 -1.482
H29 -2.600 -0.854 -1.531
O11 -2.927 -1.766 -1.448

M: 279.3 g/mol
Kohn-Sham gap: 9.405 eV
LUMO energy: 0.33 eV
SMILES: O=CCNCCCO.O.O.O.O.O.O.O.O.O
2S+1: 1
Relative energy (zero: lowest compared OMol25 entry of this formula, charge and spin): 90.7 kcal per mole

Atom charges from the Löwdin analysis, given in e for atoms 1 to 6: C -0.178; C -0.226; O -0.091; C -0.184; N -0.062; C -0.187